1.
C4H8N2O as an isolated structure. Source: the OMol25 dataset; level of theory: the ωB97M-V functional and the def2-TZVPD basis.

Last column: natural (NBO) charge in e.
CARTESIAN COORDINATES (ANGSTROEM)
1 C -0.99189 -0.36793 -1.49051  -0.644
2 C -0.22310 0.71927 -0.76918  0.092
3 O -1.01075 1.22916 0.35994  -0.501
4 C -0.20036 0.56520 1.24324  0.559
5 N -0.38269 0.19773 2.42990  -0.699
6 C 0.87900 0.26736 0.23569  -0.145
7 N 1.42519 -1.05812 0.18862  -0.835
8 H -0.94385 -1.28569 -0.89735  0.223
9 H -0.57112 -0.57584 -2.47900  0.222
10 H -2.04846 -0.10214 -1.61591  0.227
11 H 0.14683 1.52964 -1.39537  0.181
12 H -1.30378 0.48579 2.75943  0.356
13 H 1.65672 1.04241 0.27596  0.209
14 H 2.43661 -1.05277 0.15679  0.371
15 H 1.13166 -1.59407 0.99775  0.383

- Relative energy (zero: lowest compared OMol25 entry of this formula, charge and spin): 41.17 kcal/mol
- Highest occupied orbital energy: -0.357 Ha
- Calculated total energy: -9304.608 eV
- Frontier orbital gap: 10.65 eV



2.
One molecule with the formula C4H8N2O. Source: the OMol25 dataset; level of theory: the ωB97M-V functional and the def2-TZVPD basis.

Last column: natural (NBO) charge in e.
CARTESIAN COORDINATES (ANGSTROEM)
1 N -1.46099 1.14803 -2.48704  -0.809
2 C -0.50601 0.50816 -1.81584  0.274
3 O -0.15392 1.31825 -0.79801  -0.540
4 C 0.67214 0.68633 0.16026  0.095
5 N -0.14388 -0.13058 1.02374  -0.419
6 C 0.56989 -1.10056 1.83233  -0.267
7 C -0.22771 -1.53483 0.66002  -0.258
8 H -1.83730 2.04288 -2.18534  0.381
9 H -1.87830 0.70255 -3.28650  0.397
10 H 1.45543 0.11286 -0.36348  0.157
11 H 1.12552 1.48564 0.75247  0.183
12 H 1.65545 -1.14983 1.74326  0.189
13 H 0.18873 -1.22967 2.84223  0.205
14 H 0.31255 -1.85305 -0.23010  0.207
15 H -1.20249 -1.99554 0.79376  0.205

- Relative energy (zero: lowest compared OMol25 entry of this formula, charge and spin): 86.01 kcal/mol
- Highest occupied orbital energy: -0.323 Ha
- Calculated total energy: -9302.664 eV
- Frontier orbital gap: 10.02 eV



3.
A 2-piece molecular cluster, C4H8N2O overall. Source: the OMol25 dataset; level of theory: the ωB97M-V functional and the def2-TZVPD basis.

Last column: natural (NBO) charge in e.
CARTESIAN COORDINATES (ANGSTROEM)
1 C -2.72260 0.24429 -0.54257  -0.652
2 C -1.30195 -0.08380 -0.20591  0.105
3 C -0.29726 0.73639 0.22232  -0.085
4 N 0.86620 0.03246 0.34730  -0.474
5 C 0.67007 -1.11353 -0.25284  0.189
6 N -0.64188 -1.25618 -0.54218  -0.509
7 H -2.80569 0.93977 -1.37451  0.232
8 H -3.43678 -0.56585 -0.62218  0.227
9 H -2.97576 0.85809 0.32940  0.236
10 H -0.38432 1.75592 0.56200  0.214
11 H 1.41073 -1.88632 -0.36693  0.210
12 H -1.06443 -2.07657 -0.96075  0.419
13 O 3.05534 1.10089 0.89794  -1.039
14 H 2.18816 0.51591 0.69938  0.477
15 H 2.86165 2.03524 0.82657  0.449

- SMILES string: Cc1cnc[nH]1.O
- Relative energy (zero: lowest compared OMol25 entry of this formula, charge and spin): 31.63 kcal/mol
- Highest occupied orbital energy: -0.335 Ha
- Calculated total energy: -9305.021 eV
- Frontier orbital gap: 9.70 eV



4.
One molecule with the formula C4H8N2O. Source: the OMol25 dataset; level of theory: the ωB97M-V functional and the def2-TZVPD basis.

Last column: natural (NBO) charge in e.
CARTESIAN COORDINATES (ANGSTROEM)
1 H 1.55676 1.52862 -1.00669  0.346
2 N 0.91820 1.53683 -0.21313  -0.659
3 C 0.27643 0.42460 -0.05366  0.191
4 C 0.49766 -0.86078 -0.92383  -0.478
5 C 0.94736 -1.70572 0.22618  -0.533
6 C -1.17030 0.47507 0.47344  0.617
7 N -1.61033 1.73612 0.62840  -0.803
8 O -1.85226 -0.51588 0.63426  -0.608
9 H 1.30045 -0.67163 -1.63561  0.206
10 H -0.43037 -1.22083 -1.36174  0.233
11 H 1.84069 -2.29290 0.04433  0.222
12 H 0.13995 -2.20390 0.74933  0.238
13 H 1.07454 -0.62192 0.98865  0.197
14 H -2.52613 1.90540 1.00823  0.406
15 H -0.96266 2.48691 0.44186  0.424

- SMILES string: [H]/N=C(\CC)C(N)=O
- Relative energy (zero: lowest compared OMol25 entry of this formula, charge and spin): 63.31 kcal/mol
- Highest occupied orbital energy: -0.356 Ha
- Calculated total energy: -9303.648 eV
- Frontier orbital gap: 10.06 eV



5.
One molecule with the formula C4H8N2O. Source: the OMol25 dataset; level of theory: the ωB97M-V functional and the def2-TZVPD basis.

Last column: natural (NBO) charge in e.
CARTESIAN COORDINATES (ANGSTROEM)
1 C -2.11499 -0.30750 0.00123  -0.853
2 N 0.29265 -0.93725 0.00947  -0.741
3 C 1.67295 -1.05462 -0.12819  0.785
4 C -0.39587 0.19032 0.18168  0.324
5 N 2.35975 0.10405 -0.44742  -0.855
6 C -0.27712 1.45905 0.58141  -0.623
7 O 2.23789 -2.11989 0.01806  -0.619
8 H -1.08133 -1.11911 0.22090  0.506
9 H 1.87143 0.86880 -0.88729  0.389
10 H 3.31119 -0.04431 -0.74395  0.402
11 H -2.49366 -1.32298 -0.21047  0.294
12 H -2.27324 0.23351 -0.92746  0.273
13 H -2.69029 0.11421 0.81671  0.253
14 H 0.69537 1.80061 0.90727  0.241
15 H -1.11474 2.13512 0.60803  0.224

- Relative energy (zero: lowest compared OMol25 entry of this formula, charge and spin): 116.60 kcal/mol
- Highest occupied orbital energy: -0.309 Ha
- Calculated total energy: -9301.337 eV
- Frontier orbital gap: 9.07 eV



6.
One molecule with the formula C4H8N2O. Source: the OMol25 dataset; level of theory: the ωB97M-V functional and the def2-TZVPD basis.

Last column: natural (NBO) charge in e.
CARTESIAN COORDINATES (ANGSTROEM)
1 C -1.86519 0.55444 0.68048  -0.417
2 N -0.43373 0.34112 0.74137  -0.609
3 C 0.21620 -0.03494 -0.48426  -0.170
4 C -0.41773 -1.16534 -1.22550  0.255
5 N -0.93058 -2.01977 -1.81474  -0.318
6 C 1.69597 -0.37806 -0.22500  -0.050
7 O 2.32369 0.56784 0.59730  -0.696
8 H -2.43637 -0.27808 0.23618  0.181
9 H -2.23623 0.73156 1.69288  0.211
10 H -2.06252 1.45714 0.08919  0.192
11 H -0.12576 -0.21568 1.52483  0.374
12 H 0.15769 0.82505 -1.17101  0.215
13 H 2.20869 -0.49961 -1.19038  0.176
14 H 1.75677 -1.33387 0.30809  0.186
15 H 2.14911 1.44820 0.24057  0.469

- SMILES string: CN[C@H](C#N)CO
- Relative energy (zero: lowest compared OMol25 entry of this formula, charge and spin): 44.47 kcal/mol
- Highest occupied orbital energy: -0.352 Ha
- Calculated total energy: -9304.465 eV
- Frontier orbital gap: 10.26 eV



7.
One molecule with the formula C4H8N2O. Source: the OMol25 dataset; level of theory: the ωB97M-V functional and the def2-TZVPD basis.

Last column: natural (NBO) charge in e.
CARTESIAN COORDINATES (ANGSTROEM)
1 N 2.51496 -1.33997 0.65511  -0.323
2 C 1.64153 -0.59038 0.54123  0.275
3 C 0.68446 0.52497 0.37343  -0.148
4 N 1.54628 1.62241 -0.07937  -0.815
5 C -0.41391 0.20443 -0.65650  -0.411
6 C -1.26403 -1.03210 -0.38061  -0.063
7 O -1.99887 -0.84155 0.81485  -0.727
8 H 0.19612 0.69765 1.34564  0.220
9 H 1.03738 2.46545 -0.31866  0.366
10 H 2.21521 1.85104 0.65090  0.370
11 H 0.05720 0.09112 -1.63882  0.227
12 H -1.09042 1.06753 -0.70323  0.215
13 H -0.62888 -1.93069 -0.32044  0.171
14 H -1.94679 -1.16644 -1.23485  0.168
15 H -2.55023 -1.62347 0.95133  0.475

- SMILES string: N#C[C@@H](N)CCO
- Relative energy (zero: lowest compared OMol25 entry of this formula, charge and spin): 37.98 kcal/mol
- Highest occupied orbital energy: -0.370 Ha
- Calculated total energy: -9304.746 eV
- Frontier orbital gap: 10.83 eV



8.
One molecule with the formula C4H8N2O. Source: the OMol25 dataset; level of theory: the ωB97M-V functional and the def2-TZVPD basis.

Last column: natural (NBO) charge in e.
CARTESIAN COORDINATES (ANGSTROEM)
1 C 1.09384 1.73344 -0.80848  -0.629
2 C -0.08887 0.81266 -0.63647  -0.067
3 N -0.01085 -0.61498 -1.04077  -0.388
4 C 0.84282 -1.08975 0.06488  -0.247
5 C -0.30182 -0.23499 0.36224  0.159
6 N -1.56711 -0.60167 0.92318  -0.331
7 O -1.39112 -1.72959 1.76824  -0.585
8 H 1.18834 1.95473 -1.87775  0.218
9 H 2.03035 1.28187 -0.47186  0.211
10 H 0.94725 2.67823 -0.27561  0.220
11 H -1.02642 1.25605 -0.98405  0.202
12 H 1.86392 -0.72380 0.17358  0.189
13 H 0.70765 -2.14791 0.27940  0.223
14 H -2.06524 -0.98115 0.11852  0.351
15 H -1.86171 -1.47190 2.57021  0.472

- SMILES string: C[C@H]1N2C[C@@]12NO
- Relative energy (zero: lowest compared OMol25 entry of this formula, charge and spin): 116.40 kcal/mol
- Highest occupied orbital energy: -0.339 Ha
- Calculated total energy: -9301.345 eV
- Frontier orbital gap: 10.24 eV



What is the formula in the second record?
C4H8N2O



Number 1 is which compound?
C4H8N2O